No. 1
The following is a DFT calculation (the ωB97M-V functional and the def2-TZVPD basis) of a gas-phase ion, C9H22N4 (charge +2).

Atoms and positions in Å:
H -0.772 1.189 -1.682
C -1.937 -0.517 -1.708
N -0.881 -2.358 0.595
C 0.789 0.980 0.835
H -1.538 -1.259 2.688
H 1.561 2.858 0.227
H 2.322 -0.290 1.528
C -1.145 0.535 -0.841
H -2.570 0.123 -2.254
H 2.733 1.760 -0.033
H -2.696 1.241 0.627
H 1.289 1.747 -1.093
H 0.037 1.611 1.297
C 1.565 0.413 1.996
H 2.118 -0.872 -2.590
H -1.582 2.512 0.108
C 1.688 1.896 -0.038
C -2.094 1.620 -0.148
C -0.694 -1.068 0.927
C -0.025 -0.047 -0.029
H 2.155 1.127 2.517
H -0.300 -2.575 -0.172
H -1.561 0.268 2.264
C 1.152 -0.803 -0.979
N 1.879 -1.813 -0.433
H -1.415 -1.247 -2.332
H 0.942 0.434 -2.561
H -2.768 1.858 -0.896
H 0.976 -0.155 2.696
H 2.023 -1.797 0.633
N -1.269 -0.610 2.034
H 2.609 -2.258 -1.004
H -1.489 -3.086 0.919
H -2.532 -1.088 -0.958
N 1.430 -0.328 -2.141

## Properties
- Total charge: +2
- Kohn-Sham gap: 0.4029 Ha
- LUMO energy: -0.27061 hartree
- 2S+1: 1

No. 2
The following is a DFT calculation (the ωB97M-V functional and the def2-TZVPD basis) of 2 unconnected molecules or ions with the total composition C4H12NO2.

Atoms and positions in Å:
H -1.872 1.714 -0.534
H 1.308 -1.383 1.025
C 1.936 0.739 -0.827
H -2.049 0.175 1.526
C -1.623 0.650 -0.594
N 0.691 1.451 -1.105
C -0.420 0.513 -1.456
H -0.756 0.923 -2.498
O 1.210 -1.941 1.904
H 0.043 -0.492 -1.764
O -0.958 -1.239 0.871
H 2.641 1.343 -0.215
H 0.125 -1.914 1.800
H -2.469 0.188 -0.931
C -1.196 0.075 0.878
H -0.417 0.637 1.438
H 2.344 0.481 -1.771
H 1.695 -0.243 -0.240
H 0.372 1.989 -0.310

## Properties
- Total charge: -1
- Kohn-Sham gap: 0.2645 Ha
- LUMO energy: 0.15234 hartree
- 2S+1: 1